No. 1
{
  "formula": "C21H37Cl2N2O4Pm",
  "method": "the ωB97M-V functional and the def2-TZVPD basis",
  "species": ["O", "C", "C", "C", "H", "C", "H", "C", "H", "C", "H", "C", "H", "H", "C", "C", "H", "H", "H", "C", "C", "H", "H", "H", "H", "Pm", "Cl", "Cl", "C", "O", "N", "C", "C", "H", "H", "H", "H", "H", "H", "H", "H", "H", "C", "C", "N", "H", "C", "O", "H", "H", "H", "H", "C", "C", "O", "C", "C", "H", "H", "H", "H", "H", "H", "H", "H", "H", "H"],
  "coordinates": [[1.2252, 1.1235, -0.7890], [0.9975, 1.5397, -2.0571], [1.0078, 3.0578, -1.9923], [0.6737, 3.7398, -0.8249], [0.4168, 3.1796, 0.0772], [0.6557, 5.1338, -0.8345], [0.3801, 5.6644, 0.0745], [0.9980, 5.8288, -1.9966], [0.9910, 6.9199, -2.0023], [1.3536, 5.1220, -3.1521], [1.6316, 5.6543, -4.0596], [1.3615, 3.7322, -3.1501], [1.6238, 3.1570, -4.0397], [1.8920, 1.1710, -2.5639], [0.0102, -0.5183, -3.1620], [-0.1843, 0.9442, -2.8411], [-0.6227, -0.8169, -4.0025], [-0.2435, -1.1906, -2.3224], [1.0722, -0.6928, -3.3666], [-1.3134, 1.6807, -3.0204], [-2.6101, 1.1781, -3.6468], [-1.3527, 2.7122, -2.6356], [-2.8286, 1.7661, -4.5348], [-3.4620, 1.2989, -2.9582], [-2.5393, 0.1191, -3.9272], [-0.3546, -0.0018, 0.3432], [-1.5178, 2.0538, 1.3411], [-2.2725, -0.1554, -1.4404], [-2.8613, -1.1647, 1.3908], [-1.6079, -1.4247, 1.4918], [-3.6412, -1.8731, 2.1473], [-3.1614, -3.1284, 2.7280], [-4.9717, -1.4229, 2.4273], [-3.2887, -0.4072, 0.7037], [-2.1028, -3.2683, 2.4885], [-3.7554, -3.9561, 2.3184], [-3.3116, -3.0924, 3.8121], [-5.0828, -0.3975, 2.0525], [-5.1366, -1.4457, 3.5084], [-5.6933, -2.0798, 1.9314], [1.4631, -5.0025, -0.7366], [4.0218, -4.0987, -0.3664], [1.4711, -4.1935, -1.4801], [3.7409, -3.2502, -1.0017], [2.3133, -3.0935, -1.0004], [0.4514, -3.8325, -1.6542], [1.7765, -1.9622, -0.6280], [0.4938, -1.9328, -0.5272], [4.1919, -2.3259, -0.6160], [2.4343, -1.0879, -0.4215], [1.9050, -4.5670, -2.4135], [4.0820, -3.4339, -2.0272], [0.2045, 1.1715, 4.0174], [1.2002, 1.2726, 2.8921], [1.2194, 0.0770, 2.0206], [1.2137, -1.2325, 2.6867], [2.5085, -1.4450, 3.4002], [-0.8216, 0.9936, 3.6879], [0.2192, 2.1243, 4.5327], [0.4750, 0.4041, 4.7391], [0.9773, 2.0989, 2.2114], [2.2265, 1.3694, 3.2375], [0.3213, -1.2662, 3.3226], [1.0702, -1.9813, 1.8941], [2.6563, -0.7183, 4.1930], [2.4747, -2.4366, 3.8273], [3.3349, -1.3911, 2.6943]],
  "forces_ev_per_a": [[-0.845, -2.211, 2.387], [0.731, 0.978, -0.746], [-0.005, -0.455, -0.746], [0.053, 0.146, -0.167], [0.111, 0.302, -0.473], [0.121, -0.094, -0.195], [0.040, 0.012, -0.187], [-0.010, -0.093, -0.043], [0.007, -0.282, -0.024], [0.065, 0.186, 0.009], [-0.056, 0.026, 0.176], [-0.131, 0.665, 0.168], [-0.076, 0.214, 0.178], [0.327, 0.491, -1.066], [-0.128, 0.004, -0.078], [-0.534, 1.440, 0.314], [0.284, -0.104, -0.005], [0.040, 0.566, -0.706], [-0.031, -0.011, -0.386], [0.795, -0.608, -0.583], [0.415, 0.498, -0.448], [0.196, -0.504, -0.264], [-0.023, 0.179, -0.317], [0.441, 0.042, -0.378], [-0.134, 0.448, 0.003], [0.356, 2.555, -2.602], [-0.868, 0.812, 0.603], [-1.910, -2.046, 2.312], [2.399, -0.369, 0.593], [-2.250, -0.256, -0.149], [-0.550, -0.747, 0.338], [-0.313, 0.110, 0.280], [-0.755, -0.128, -0.275], [0.365, -0.169, 0.553], [-0.454, 0.091, 0.112], [0.095, 0.167, 0.099], [0.132, -0.105, -0.116], [-0.081, -0.327, 0.175], [-0.066, 0.101, -0.143], [-0.159, 0.145, 0.179], [-0.054, 0.163, -0.205], [0.061, 0.184, -0.115], [0.170, -0.081, 0.111], [0.470, -0.084, -0.234], [0.274, -0.252, -0.323], [0.423, -0.099, 0.101], [-2.943, -0.195, 0.181], [3.023, -0.300, 0.053], [0.008, -0.377, -0.151], [-0.481, -0.394, -0.065], [-0.076, 0.016, 0.158], [0.152, 0.016, 0.224], [-0.005, -0.061, 0.153], [0.351, -0.748, -0.506], [0.346, -0.464, 1.315], [-0.357, 1.125, -0.321], [-0.040, -0.194, 0.022], [0.222, 0.083, -0.186], [-0.077, 0.224, 0.182], [0.120, -0.049, 0.134], [0.022, -0.235, 0.158], [0.048, 0.215, 0.270], [0.312, -0.190, 0.068], [0.028, 0.282, 0.166], [0.070, 0.031, 0.098], [0.234, -0.331, 0.302], [0.103, 0.046, 0.025]],
  "lowdin_charge": [-0.369, -0.455, -0.192, -0.048, 0.029, -0.082, 0.098, -0.108, 0.092, -0.097, 0.093, -0.048, 0.119, 0.129, -0.117, -0.326, 0.077, 0.002, 0.078, -0.187, -0.219, 0.121, 0.063, 0.039, 0.038, 1.273, -0.015, 0.252, -0.334, -0.253, -0.175, -0.002, -0.029, 0.053, 0.090, 0.101, 0.096, 0.107, 0.098, 0.098, 0.102, 0.099, 0.005, -0.033, -0.170, 0.100, -0.257, -0.231, 0.100, 0.159, 0.098, 0.099, -0.103, -0.238, -0.355, -0.265, -0.053, 0.037, 0.089, 0.071, 0.076, 0.119, 0.112, 0.101, 0.079, 0.083, 0.088],
  "mol_weight_g_mol": 597.44,
  "de_lowest_kcal_mol": 0.0,
  "spin_multiplicity": 5,
  "homo_ev": [-6.8, -6.8],
  "total_charge": 0,
  "lumo_ha": [-0.001, -0.001],
  "e_tot_ev": -75148.882
}

=====

No. 2
{
  "formula": "C19H21N5O",
  "method": "the ωB97M-V functional and the def2-TZVPD basis",
  "species": ["C", "C", "C", "C", "N", "N", "N", "C", "C", "C", "H", "H", "C", "C", "H", "H", "C", "N", "C", "O", "N", "C", "C", "C", "C", "C", "C", "H", "H", "H", "H", "H", "H", "C", "C", "H", "H", "H", "H", "H", "H", "H", "H", "H", "H", "H"],
  "coordinates": [[-6.6927, -0.5183, 1.1400], [-5.3083, -0.3505, 0.5899], [-4.9660, -0.8643, -0.6405], [-3.6607, -0.6683, -1.0901], [-3.0374, -1.0490, -2.2402], [-1.8392, -0.6410, -2.2090], [-1.5866, 0.0197, -1.0714], [-2.7148, 0.0389, -0.3059], [-3.0640, 0.5554, 0.9382], [-4.3559, 0.3480, 1.3578], [-4.6630, 0.7354, 2.3187], [-2.3616, 1.0955, 1.5544], [-0.2801, 0.5684, -0.8327], [0.3926, -0.0937, 0.3805], [-0.3499, -0.2874, 1.1558], [0.8214, -1.0505, 0.0827], [1.4813, 0.8344, 0.9386], [2.0341, 1.6556, -0.1136], [3.3612, 1.9095, -0.3010], [3.7589, 2.9295, -0.8279], [4.2520, 0.9584, 0.1762], [4.1609, -0.4324, 0.0437], [4.9808, -1.2375, 0.8321], [4.9149, -2.6135, 0.7249], [4.0357, -3.2053, -0.1672], [3.2359, -2.4081, -0.9684], [3.2999, -1.0303, -0.8728], [2.7008, -0.4098, -1.5208], [2.5645, -2.8600, -1.6838], [3.9837, -4.2803, -0.2462], [5.5538, -3.2273, 1.3423], [5.6686, -0.7750, 1.5250], [5.1941, 1.3206, 0.2452], [1.1086, 2.6336, -0.6641], [-0.3197, 2.0872, -0.6419], [-0.9002, 2.5506, -1.4403], [-0.8065, 2.3240, 0.3047], [1.4315, 2.8417, -1.6870], [1.1676, 3.5763, -0.1044], [2.2705, 0.2533, 1.4122], [1.0492, 1.4969, 1.7015], [0.2883, 0.3445, -1.7423], [-5.6727, -1.4035, -1.2505], [-7.1550, 0.4542, 1.3061], [-6.6610, -1.0391, 2.0963], [-7.3157, -1.0865, 0.4548]],
  "forces_ev_per_a": [[0.004, 0.018, 0.023], [-0.105, -0.124, -0.170], [0.108, 0.080, 0.089], [0.683, 0.659, 0.850], [-0.616, -0.429, -0.441], [0.929, 0.037, -0.534], [-0.639, -0.115, 0.221], [-0.612, -0.498, -0.588], [0.061, 0.137, 0.239], [0.175, 0.039, -0.032], [-0.011, 0.049, 0.106], [0.035, 0.052, 0.073], [0.364, 0.254, 0.143], [0.102, 0.095, -0.093], [-0.020, -0.019, 0.005], [-0.070, -0.003, 0.031], [-0.087, -0.292, 0.297], [-0.043, 0.029, -0.178], [-0.013, 0.003, 0.102], [0.095, 0.232, -0.112], [0.436, 0.178, 0.237], [-0.069, -0.380, -0.099], [-0.073, 0.116, -0.038], [0.036, -0.031, -0.040], [-0.023, -0.129, -0.015], [0.014, -0.065, 0.024], [0.129, 0.091, 0.008], [-0.073, 0.037, -0.061], [-0.060, -0.033, -0.063], [-0.008, -0.093, -0.005], [0.053, -0.044, 0.052], [0.032, 0.056, 0.109], [-0.195, 0.047, -0.106], [0.039, 0.283, -0.171], [0.114, -0.193, -0.125], [-0.020, 0.008, 0.053], [-0.062, 0.017, 0.020], [-0.094, 0.047, 0.101], [0.020, -0.054, -0.103], [-0.111, 0.110, 0.035], [0.074, -0.070, 0.010], [-0.101, 0.018, 0.125], [-0.133, -0.073, -0.059], [-0.099, 0.022, 0.025], [-0.078, -0.039, 0.056], [-0.089, -0.032, -0.003]],
  "lowdin_charge": [-0.056, -0.281, 0.026, -0.221, 0.060, 0.050, -0.052, -0.159, -0.014, -0.044, 0.113, 0.102, -0.259, -0.091, 0.113, 0.104, -0.128, -0.060, -0.520, 0.076, 0.128, -0.264, -0.030, -0.087, -0.095, -0.080, -0.040, 0.114, 0.109, 0.100, 0.103, 0.112, 0.153, -0.133, -0.104, 0.128, 0.107, 0.131, 0.133, 0.121, 0.132, 0.150, 0.118, 0.082, 0.081, 0.074],
  "mol_weight_g_mol": 335.41,
  "smiles": "Cc1ccc2c(c1)nnn2C1CCN(C(=O)Nc2ccccc2)CC1",
  "de_lowest_kcal_mol": 7.9,
  "spin_multiplicity": 1,
  "homo_ev": -8.7,
  "total_charge": 0,
  "lumo_ha": 0.024,
  "e_tot_ev": -29542.298
}

=====

No. 3
{
  "formula": "C3H3N",
  "method": "the ωB97M-V functional and the def2-TZVPD basis",
  "species": ["C", "C", "C", "N", "H", "H", "H"],
  "coordinates": [[0.6963, 1.3131, 1.2197], [1.2612, 0.7715, 0.2846], [-0.6484, -1.2482, -1.8928], [-1.4111, -1.2930, -1.0284], [0.1862, 1.9716, 1.8264], [1.5989, -0.0265, -0.2477], [-1.6830, -1.4885, -0.1617]],
  "forces_ev_per_a": [[1.516, -1.008, -2.786], [-1.909, 1.527, 3.326], [0.715, 0.179, -1.247], [0.900, 0.542, -2.696], [-0.654, 0.850, 1.105], [1.046, -1.362, -1.637], [-1.614, -0.728, 3.935]],
  "lowdin_charge": [0.016, 0.000, -0.063, 0.074, -0.010, -0.025, 0.009],
  "mol_weight_g_mol": 53.06,
  "de_lowest_kcal_mol": 68.5,
  "spin_multiplicity": 1,
  "homo_ev": -10.7,
  "total_charge": 0,
  "lumo_ha": 0.039,
  "e_tot_ev": -4645.556
}